The following is a DFT calculation (ωB97M-V/def2-TZVPD) of C36H44Cl4CrGeN3O2PSb as an isolated structure.

Structure (ORCA input):
```
! wB97M-V def2-TZVPD RIJCOSX def2/J DEFGRID3
* xyz 0 6
Sb 2.02 -0.45 -2.94
Ge -2.41 1.52 -2.42
Cr -0.82 0.13 0.22
Cl -3.18 3.61 -2.43
Cl -3.33 0.91 -0.32
Cl -0.32 2.08 -1.24
Cl -0.88 1.69 2.19
P -0.75 -1.51 2.10
O 1.59 0.25 0.62
O 3.09 1.63 -0.10
N -1.17 -1.29 -1.18
N -4.63 -3.84 -1.18
N -1.74 -4.17 -4.59
C -3.26 0.76 5.26
C 1.84 -2.40 2.06
C 4.25 -2.02 -1.73
C -1.78 -5.46 2.40
C 4.62 2.53 -1.60
C 2.26 -3.40 -2.30
C 2.49 1.01 0.90
C -1.78 0.75 3.39
C 2.38 -1.87 4.73
C -2.47 -1.32 4.35
C 3.20 -2.31 -2.81
C 3.03 0.05 -5.88
C -1.10 -4.27 2.56
C 4.12 3.75 0.52
C 5.48 1.60 0.55
C -2.72 -3.17 1.16
C -2.45 -3.14 -2.35
C -1.69 -2.16 -1.75
C 3.09 -2.69 2.58
C 0.85 -1.85 2.87
C 3.36 -2.43 3.92
C 2.89 1.22 2.34
C -2.06 -3.71 -3.59
C -2.53 1.46 4.30
C -3.40 -4.37 1.01
C -3.66 -3.52 -1.71
C -1.57 -3.12 1.94
C 3.90 -2.79 -4.08
C -3.22 -0.62 5.28
C 1.74 0.01 -5.07
C 1.10 1.39 -5.07
C -2.93 -5.51 1.63
C 4.35 2.39 -0.10
C 0.77 -1.01 -5.68
C -1.72 -0.64 3.38
C 1.13 -1.59 4.21
H 4.46 -3.70 -3.86
H 4.98 4.39 0.31
H 2.59 -1.66 5.77
H 1.64 -2.59 1.01
H 3.52 0.39 2.65
H -3.09 -2.28 0.65
H -4.28 -4.41 0.38
H 3.79 0.69 -5.43
H -0.18 -1.02 -5.14
H 3.40 2.16 2.52
H -2.56 2.54 4.26
H 3.99 3.71 1.60
H -1.40 -6.36 2.88
H 2.82 0.45 -6.88
H -0.19 -4.23 3.16
H 1.50 -3.66 -3.03
H 4.79 -2.94 -1.48
H -3.86 1.31 5.97
H 2.83 -4.31 -2.09
H 1.98 1.18 2.93
H 4.60 -2.05 -4.47
H 0.91 1.71 -6.10
H 5.50 0.58 0.16
H 4.72 1.55 -2.06
H -3.45 -6.45 1.50
H 3.85 -3.13 1.95
H 4.98 -1.28 -2.07
H 5.41 1.57 1.63
H 1.17 -2.02 -5.66
H 3.79 3.04 -2.08
H 3.47 -0.94 -6.02
H 4.34 -2.65 4.33
H 3.18 -3.03 -4.87
H 0.56 -0.75 -6.72
H 1.76 -3.10 -1.38
H 1.74 2.15 -4.61
H 3.24 4.22 0.08
H 5.53 3.10 -1.76
H 0.36 -1.16 4.85
H 3.79 -1.64 -0.81
H -3.80 -1.17 6.01
H 6.42 2.08 0.29
H -2.46 -2.40 4.35
H 0.15 1.40 -4.54
*
```

Kohn-Sham gap (spin up / spin down) = 6.87 / 7.43 eV
⟨S²⟩ = 8.770
HOMO level (spin up / spin down) = -7.05 / -7.88 eV

The net atomic charges from Löwdin, expressed in e, are:
1 Sb 1.45
2 Ge 0.17
3 Cr -0.03
4 Cl -0.10
5 Cl -0.04
6 Cl -0.02
7 Cl 0.76
8 P 1.06
9 O -0.08
10 O 0.00
11 N 0.03
12 N 0.15
13 N 0.13
14 C -0.06
15 C -0.10
16 C -0.17
17 C -0.07
18 C -0.03
19 C -0.15
20 C -0.51
21 C -0.57
22 C -0.08
23 C -0.06
24 C -0.79
25 C -0.13
26 C -0.09
27 C -0.01
28 C -0.01
29 C -0.09
30 C -0.24
31 C -0.19
32 C -0.07
33 C -0.36
34 C -0.08
35 C 0.04
36 C -0.24
37 C -0.09
38 C -0.08
39 C -0.20
40 C -0.36
41 C -0.13
42 C -0.06
43 C -0.81
44 C -0.17
45 C -0.05
46 C -0.56
47 C -0.14
48 C -0.36
49 C -0.07
50 H 0.08
51 H 0.10
52 H 0.11
53 H 0.10
54 H 0.10
55 H 0.09
56 H 0.04
57 H 0.07
58 H 0.07
59 H 0.06
60 H 0.11
61 H 0.07
62 H 0.10
63 H 0.08
64 H 0.10
65 H 0.07
66 H 0.08
67 H 0.11
68 H 0.08
69 H 0.07
70 H 0.07
71 H 0.08
72 H 0.09
73 H 0.07
74 H 0.11
75 H 0.11
76 H 0.07
77 H 0.08
78 H 0.06
79 H 0.09
80 H 0.05
81 H 0.11
82 H 0.07
83 H 0.09
84 H 0.05
85 H 0.07
86 H 0.10
87 H 0.09
88 H 0.11
89 H 0.05
90 H 0.11
91 H 0.10
92 H 0.12
93 H 0.04

***

The following is a DFT calculation (ωB97M-V/def2-TZVPD) of a 8-piece molecular cluster, C36H44F32N4O4 overall.

Structure (ORCA input):
```
! wB97M-V def2-TZVPD RIJCOSX def2/J DEFGRID3
* xyz 0 1
F -2.48 2.02 -2.05
F 2.59 1.26 -3.45
F 4.33 -4.26 -1.66
F -2.48 0.28 7.61
F 5.91 -0.95 -6.58
F 2.70 -3.05 -1.80
F -0.42 2.30 -2.76
F -1.43 4.13 4.50
F -4.67 5.01 1.36
F 5.02 -4.80 -5.84
F 0.19 2.24 8.88
F -2.22 6.60 3.26
F -0.34 4.63 -0.81
F -4.38 7.09 3.30
F 6.94 -2.50 -5.49
F -1.05 0.98 10.03
F -0.64 2.69 0.01
F -3.64 6.74 0.71
F -1.44 1.63 2.88
F 0.15 3.84 2.98
F 8.76 -0.49 -6.49
F 3.41 -5.97 0.20
F 4.58 -6.66 -6.89
F 3.11 -0.40 -5.51
F 2.24 -1.58 -4.02
F 8.74 -0.47 -4.44
F 1.55 -4.87 0.31
F 2.51 -6.87 -4.83
F 0.37 1.19 3.78
F -2.43 2.45 7.81
F 3.26 -0.21 -2.03
F 4.39 -6.74 -3.80
O 5.87 -0.93 -4.34
O -0.86 1.45 6.47
O -2.46 4.09 -0.24
O 2.94 -4.98 -3.95
N -4.24 2.59 3.25
N -0.58 -2.98 -1.86
N -4.33 -0.50 -1.77
N 3.41 -1.42 1.28
C 3.55 -6.08 -4.60
C -4.73 -3.08 -2.03
C 3.34 -0.87 -4.26
C 3.94 -0.37 1.29
C 4.64 0.96 1.28
C -2.33 4.71 1.08
C -0.55 1.21 8.76
C 6.67 -1.18 -5.50
C 7.94 -0.31 -5.50
C -7.45 2.19 1.23
C -3.45 6.12 2.93
C -0.43 3.35 4.09
C 2.48 2.30 1.64
C 3.45 0.25 -3.25
C 3.01 -4.33 -1.53
C 2.80 -4.79 -0.09
C -4.51 2.27 2.13
C -5.00 -3.83 -0.72
C -0.36 -0.57 0.75
C -4.08 -3.42 0.45
C -6.38 1.19 0.80
C 4.07 -5.69 -6.02
C 0.36 -0.85 -0.56
C -0.75 1.85 3.96
C -1.90 -0.35 0.53
C -4.96 1.86 0.77
C -4.49 -1.63 -1.89
C -1.65 1.37 7.64
C -1.21 3.63 -0.84
C -1.54 1.30 5.21
C 3.68 2.10 0.76
C -1.51 2.94 -2.20
C -3.52 5.65 1.48
C 2.45 -5.25 -2.61
C 4.66 -1.71 -4.25
C -0.15 -2.06 -1.26
H 4.44 0.70 -3.36
H -5.67 -3.23 -2.57
H -2.46 -0.40 1.47
H -6.28 0.28 1.39
H -3.68 5.36 3.67
H -2.00 0.65 0.11
H 2.70 2.68 2.64
H 0.36 3.55 4.82
H -4.90 -4.89 -0.98
H 0.05 0.34 1.19
H 3.31 -5.15 -6.58
H 4.80 -2.15 -3.26
H -0.25 -1.43 1.42
H -1.38 5.23 1.16
H -4.32 -2.40 0.76
H -6.04 -3.71 -0.39
H -6.65 0.86 -0.20
H -3.03 -3.56 0.22
H 3.27 -4.09 0.60
H 7.65 0.74 -5.46
H -2.46 1.87 5.27
H -7.16 3.11 0.73
H 4.65 -2.53 -4.97
H 2.52 -6.28 -2.25
H 0.15 0.42 8.49
H -3.89 -3.47 -2.60
H 1.37 -5.10 -2.75
H -7.44 2.43 2.29
H 1.44 -0.93 -0.42
H 2.06 1.32 1.82
H -1.73 0.23 5.19
H -4.26 -4.05 1.32
H 4.93 1.22 2.29
H -4.17 1.24 0.33
H -5.06 2.70 0.08
H 0.27 0.03 -1.20
H 5.57 0.86 0.72
H -8.42 1.86 0.85
H -1.96 3.62 -2.92
H 1.65 2.88 1.23
H 3.44 1.91 -0.29
H 4.30 3.00 0.80
H -2.33 -1.08 -0.15
H -2.34 3.91 1.82
*
```

Kohn-Sham gap = 11.50 eV
HOMO level = -11.14 eV

Löwdin atomic charge list, values in e, 99 entries:
1 F 0.08
2 F 0.10
3 F 0.12
4 F 0.13
5 F 0.15
6 F 0.10
7 F 0.08
8 F 0.11
9 F 0.13
10 F 0.11
11 F 0.16
12 F 0.08
13 F 0.17
14 F 0.06
15 F 0.14
16 F 0.07
17 F 0.09
18 F 0.13
19 F 0.15
20 F 0.09
21 F 0.15
22 F 0.10
23 F 0.07
24 F 0.13
25 F 0.14
26 F 0.11
27 F 0.12
28 F 0.15
29 F 0.15
30 F 0.16
31 F 0.11
32 F 0.17
33 O 0.00
34 O -0.01
35 O 0.00
36 O 0.01
37 N 0.17
38 N 0.15
39 N 0.18
40 N 0.16
41 C -0.53
42 C -0.18
43 C -0.45
44 C -0.19
45 C -0.15
46 C -0.03
47 C -0.33
48 C -0.48
49 C -0.35
50 C -0.10
51 C -0.27
52 C -0.31
53 C -0.11
54 C -0.34
55 C -0.46
56 C -0.35
57 C -0.18
58 C -0.24
59 C -0.22
60 C -0.10
61 C -0.25
62 C -0.27
63 C -0.18
64 C -0.50
65 C -0.10
66 C -0.17
67 C -0.20
68 C -0.48
69 C -0.45
70 C -0.02
71 C -0.23
72 C -0.25
73 C -0.46
74 C -0.03
75 C -0.02
76 C -0.19
77 H 0.17
78 H 0.11
79 H 0.07
80 H 0.10
81 H 0.15
82 H 0.04
83 H 0.08
84 H 0.17
85 H 0.11
86 H 0.07
87 H 0.17
88 H 0.14
89 H 0.11
90 H 0.13
91 H 0.06
92 H 0.11
93 H 0.10
94 H 0.07
95 H 0.15
96 H 0.17
97 H 0.12
98 H 0.07
99 H 0.13

***

Across the entries above, energy relative to the best compared isomer or geometry (same formula, charge and spin) takes the values 0.324 0.135 eV, respectively.